51
Properties=species:S:1:pos:R:3:forces:R:3 method="wB97M-V/def2-TZVPD" total_charge=-1 e_tot_ha=-2845.53953 max_force_ev_per_a=2.13 lumo_ev=2.572 gap_ha=0.1970
N 2.109175 2.602382 1.240027 -0.5 0.5 0.7
C 1.072052 1.523474 1.198327 -0.2 -1.0 -0.5
Ga 1.418681 0.162337 -0.358392 0.2 0.1 0.5
C 2.728177 -1.257627 0.468104 -0.3 1.4 0.9
O 2.603024 -2.581849 -0.137726 2.1 0.3 0.3
O 1.401285 -3.145022 0.246958 -1.8 -0.7 0.3
H 2.203015 3.063408 0.331920 0.2 -0.6 0.3
H 3.007668 2.249003 1.573188 -0.4 0.1 -0.5
H 1.104922 0.900534 2.153494 -0.2 1.1 -0.9
H 0.031869 1.952533 1.052277 1.1 -0.2 0.5
H 2.173610 0.894502 -1.593201 0.1 0.0 0.1
H 0.051320 -0.492450 -0.891154 -0.2 -0.1 0.0
H 2.576733 -1.312282 1.598469 0.3 -0.2 -1.5
H 3.778996 -0.840837 0.325048 -1.0 -1.2 -0.2
H 1.511452 -3.554649 1.129188 0.5 0.6 -0.4
C -3.008353 3.222318 -0.592507 0.0 0.1 0.0
C -2.461194 4.590652 -0.203741 -0.2 -0.3 0.2
C -1.593105 5.216856 -1.298016 0.5 -0.5 0.2
C -0.421323 4.336977 -1.586723 0.6 -0.3 -0.4
N 0.479222 3.642196 -1.819087 -1.2 1.1 0.3
H -2.204318 2.500306 -0.753762 0.0 0.0 0.0
H -3.643046 2.828220 0.203377 0.0 0.0 -0.1
H -3.605831 3.280646 -1.505069 0.0 0.0 0.1
H -1.880813 4.489199 0.718019 0.1 0.1 -0.1
H -3.296387 5.263183 0.014555 0.1 0.1 0.0
H -1.233683 6.197145 -0.977108 0.1 -0.1 -0.1
H -2.168948 5.351211 -2.217098 0.1 -0.1 0.0
C -2.782136 1.247955 -5.265307 0.0 0.0 -0.1
C -2.381624 0.052036 -4.408134 0.2 0.3 -0.1
C -3.576486 -0.618002 -3.724833 0.0 0.6 0.4
C -4.259803 0.355791 -2.821033 -0.5 0.2 0.5
N -4.789603 1.115214 -2.120851 0.6 -1.1 -1.0
H -3.235761 2.039594 -4.664367 0.0 -0.1 0.0
H -1.904239 1.674858 -5.754386 -0.1 0.0 0.0
H -3.494975 0.953647 -6.041887 0.0 0.1 0.0
H -1.661296 0.380851 -3.653843 0.0 -0.2 0.0
H -1.873963 -0.683389 -5.037681 -0.1 -0.1 0.1
H -3.240285 -1.473325 -3.135073 -0.1 0.1 0.1
H -4.293293 -0.978400 -4.467063 -0.1 0.1 0.1
C 4.265359 -4.802101 4.542004 0.1 0.0 0.0
C 2.849879 -5.112612 5.017065 0.3 -0.1 0.1
C 1.779608 -4.709727 4.000534 0.1 0.7 0.1
C 1.842283 -3.237922 3.749075 -0.2 0.7 -0.2
N 1.893198 -2.094400 3.550169 -0.1 -1.7 0.7
H 4.413841 -3.730275 4.394397 -0.1 -0.1 -0.1
H 4.995977 -5.131851 5.284139 0.0 0.0 -0.1
H 4.483551 -5.312473 3.599991 0.0 0.1 0.0
H 2.672174 -4.596695 5.965137 -0.1 0.0 -0.1
H 2.767501 -6.185255 5.214490 -0.1 0.1 0.0
H 0.786737 -4.962896 4.378093 0.0 0.1 -0.1
H 1.928173 -5.239730 3.056112 0.0 0.1 0.0


51
Properties=species:S:1:pos:R:3:forces:R:3 method="wB97M-V/def2-TZVPD" total_charge=+1 relative_energy_kj_mol=136.8 e_tot_ha=-1582.25435 max_force_ev_per_a=5.77 lumo_ev=-3.488 gap_ha=0.2475
C -1.990171 0.812663 0.697574 -0.2 0.5 0.3
C -0.908028 1.350294 1.673677 -1.1 0.3 0.1
O -0.701157 0.406776 2.723201 0.3 0.0 0.0
C 0.382787 1.780648 0.994664 -0.9 -1.0 -0.2
C 1.313994 0.640753 0.572862 2.2 2.3 0.8
C 2.656639 1.390004 0.161781 -0.9 -5.6 0.7
O 2.779243 2.492386 -0.102003 0.6 4.9 -1.3
N 3.715558 0.402496 0.255255 0.5 0.1 -0.2
C 3.459041 -0.092999 1.625868 0.0 -0.1 -1.1
C 4.366019 -1.206372 2.128407 -0.1 0.1 0.5
C 4.360696 -1.198103 3.676544 1.0 -0.2 -0.4
C 5.711723 -1.676892 4.269341 -1.1 -0.4 0.2
S 5.423941 -2.388210 5.936443 0.4 0.0 0.1
C 1.916452 -0.290713 1.651554 -0.1 -0.4 0.0
I 1.335993 -2.296588 0.992642 0.1 0.1 0.5
H -1.696445 0.837412 -0.353133 0.1 -0.3 0.1
H -2.318116 -0.176587 1.014416 0.3 -0.2 -0.3
H -2.878771 1.450415 0.787026 0.1 0.0 -0.1
H -1.330444 2.249037 2.142939 0.1 0.0 -0.1
H -1.489021 0.407379 3.280236 0.2 0.0 -0.1
H 0.884626 2.547765 1.580180 0.3 -0.3 0.2
H 0.084151 2.288853 0.073754 0.0 0.1 0.1
H 1.086931 0.152344 -0.370552 -0.7 -0.3 0.2
H 3.462312 -0.322953 -0.421003 0.3 -0.1 0.1
H 3.763251 0.778851 2.219173 -0.6 0.0 0.3
H 4.061572 -2.204823 1.807925 0.0 0.2 -0.3
H 5.370043 -1.029132 1.736882 0.0 0.1 0.1
H 4.213982 -0.182955 4.049703 -0.4 -0.1 0.1
H 3.573943 -1.855930 4.040229 -0.2 0.2 0.1
H 6.378358 -0.833131 4.434231 0.1 -0.1 0.0
H 6.193276 -2.400090 3.614926 0.1 0.0 0.1
H 4.826832 -3.555039 5.612715 0.1 0.3 -0.2
H 1.554886 -0.125604 2.660910 -0.5 -0.3 -0.2
C -4.609140 -0.014222 -5.100803 -0.3 0.0 0.0
C -4.403050 0.993944 -3.980470 0.2 -0.3 -0.7
C -3.024920 0.913979 -3.323286 -0.2 0.3 0.8
O -2.975065 -0.207546 -2.459861 0.2 0.0 -0.5
C -2.280804 -1.347708 -2.986458 -0.1 -0.3 0.2
N -5.402441 0.702845 -2.893640 0.0 0.1 0.5
H -4.634956 -1.040322 -4.730146 0.1 0.0 0.0
H -5.553082 0.170153 -5.618111 0.0 0.0 0.0
H -3.809412 0.064086 -5.834822 0.0 0.0 0.0
H -4.601451 2.000570 -4.348807 0.0 0.0 0.1
H -2.885766 1.796240 -2.689154 0.1 0.0 0.0
H -2.222786 0.917195 -4.061349 -0.1 -0.1 -0.1
H -1.482311 -1.058602 -3.669772 0.0 0.1 0.0
H -2.980659 -2.014545 -3.493529 0.1 0.0 -0.1
H -1.846772 -1.886577 -2.146501 0.0 0.1 0.0
H -6.336616 0.491176 -3.246296 0.0 0.1 -0.1
H -5.469520 1.473151 -2.223613 -0.1 0.0 -0.1
H -5.045348 -0.105769 -2.361748 0.1 0.0 -0.1


52
Properties=species:S:1:pos:R:3:forces:R:3 method="wB97M-V/def2-TZVPD" smiles="CCOP(=O)(CCCCOCCO[C@@H](O)[C@@H](I)CC)OCC" e_tot_ha=-1641.99955 max_force_ev_per_a=0.57 lumo_ev=0.666 gap_ha=0.3484
C 3.499385 1.583253 -1.361983 0.0 0.0 0.0
C 2.122452 1.419939 -1.969194 -0.2 -0.1 -0.1
O 1.187741 2.197391 -1.190836 -0.1 -0.2 0.1
P -0.383218 2.011477 -1.412375 0.4 0.4 -0.1
O -0.786160 0.635094 -1.751467 -0.2 0.1 -0.1
C -1.044801 2.737184 0.090101 -0.2 0.0 0.1
C -1.402176 1.654539 1.112863 0.0 0.0 0.0
C -1.862914 2.221502 2.453432 -0.1 -0.1 0.0
C -2.242102 1.127647 3.457266 0.1 0.0 -0.3
O -1.193630 0.192264 3.653680 -0.1 0.0 0.2
C -1.290412 -0.999985 2.886158 0.0 0.1 0.0
C -0.244415 -1.985961 3.400888 -0.2 -0.1 -0.1
O 0.470261 -2.572571 2.323448 0.3 0.0 0.1
C -0.135069 -3.624854 1.643390 0.0 0.0 -0.1
O -1.525732 -3.419740 1.568755 -0.1 -0.4 0.0
C 0.539308 -3.723067 0.278741 0.0 -0.1 -0.1
I 0.132668 -1.903929 -0.800440 0.0 -0.2 0.0
C 2.025791 -4.039399 0.409626 -0.1 -0.1 0.1
C 2.819495 -4.014657 -0.888933 0.0 -0.1 -0.1
O -0.758964 3.078159 -2.542241 -0.1 0.0 0.0
C -1.047347 2.653454 -3.892714 0.0 -0.2 0.1
C -1.490030 3.864613 -4.685717 0.0 0.1 -0.1
H 3.611503 2.594166 -0.967918 0.0 0.0 -0.1
H 3.667585 0.878444 -0.547351 -0.1 0.0 0.0
H 4.269934 1.425580 -2.118445 0.0 -0.1 0.0
H 2.094212 1.772759 -3.004761 0.0 0.1 0.1
H 1.783298 0.381273 -1.957292 0.1 0.1 -0.1
H -0.300815 3.420011 0.506585 0.0 0.0 -0.1
H -1.919524 3.330102 -0.188958 0.0 0.0 0.1
H -2.187207 1.016538 0.694117 0.1 0.0 0.0
H -0.536236 1.008437 1.268522 0.0 0.1 0.0
H -1.087612 2.864481 2.881587 0.0 -0.1 0.0
H -2.744414 2.853717 2.286402 0.0 0.0 0.1
H -2.458969 1.565551 4.434087 0.0 0.0 0.0
H -3.149935 0.614179 3.112854 0.1 0.0 0.0
H -2.303866 -1.409599 2.936112 0.0 0.0 0.1
H -1.061654 -0.808128 1.835704 -0.1 -0.1 0.0
H 0.500737 -1.435278 3.973859 -0.1 0.0 0.0
H -0.689156 -2.752892 4.045893 0.1 0.0 -0.1
H 0.039263 -4.573499 2.181636 -0.1 0.1 0.1
H -1.823260 -3.486267 0.654563 0.1 0.2 0.0
H 0.037482 -4.509793 -0.289911 0.1 0.0 0.0
H 2.082322 -5.049155 0.836362 0.0 0.1 0.0
H 2.461201 -3.360600 1.145174 0.0 0.0 -0.1
H 2.972883 -2.996798 -1.247745 0.0 0.0 0.0
H 3.798811 -4.473714 -0.739473 0.0 0.0 0.0
H 2.309462 -4.566316 -1.683482 0.0 0.0 0.1
H -1.816555 1.880714 -3.842535 0.0 0.0 -0.1
H -0.153358 2.191689 -4.319852 0.0 0.1 0.0
H -2.563866 4.036079 -4.604309 0.0 0.0 0.1
H -0.974327 4.753838 -4.321099 0.0 0.0 -0.1
H -1.248071 3.742123 -5.742771 0.0 0.0 0.0


54
Properties=species:S:1:pos:R:3:forces:R:3 method="wB97M-V/def2-TZVPD" total_charge=+1 e_tot_ha=-2033.16897 max_force_ev_per_a=0.83 lumo_ev=-2.301 gap_ha=0.3211
K 0.413661 -0.594575 -0.696739 -0.3 0.3 0.0
O 0.661019 1.225671 1.192169 0.1 -0.3 -0.3
P 1.212843 1.885181 2.407420 -0.3 0.6 0.1
N 1.209269 3.530948 2.207596 0.2 -0.4 0.2
C 1.646898 4.422288 3.278701 -0.2 -0.1 -0.1
C 1.232848 4.080020 0.872819 0.4 0.6 -0.4
N 2.758493 1.465514 2.840382 0.1 -0.4 0.0
C 3.839617 2.049798 2.071605 0.2 0.6 -0.1
C 2.949741 0.036708 3.124414 -0.2 0.3 0.4
N 0.338971 1.499873 3.738485 0.3 -0.6 0.1
C -0.962506 0.874053 3.608512 -0.6 0.3 0.2
C 0.865847 1.539364 5.090742 -0.4 0.4 0.4
H 0.911335 5.218477 3.412861 0.1 0.1 0.0
H 2.626064 4.868323 3.079523 0.0 0.0 -0.1
H 1.714574 3.881725 4.219004 0.0 0.0 0.0
H 2.230999 4.064955 0.403782 -0.1 -0.2 0.1
H 0.980351 5.142703 0.921643 -0.3 -0.1 0.0
H 0.534313 3.558003 0.227331 0.0 0.0 0.0
H 3.695633 3.125810 1.964494 -0.1 -0.1 0.0
H 4.773270 1.947661 2.623887 0.1 -0.3 -0.1
H 3.922736 1.636999 1.060030 0.2 -0.1 0.1
H 2.536129 -0.598102 2.335911 0.2 -0.1 0.0
H 4.010480 -0.156707 3.261863 0.1 -0.1 -0.2
H 2.462149 -0.213821 4.068812 -0.1 -0.1 -0.1
H -1.236928 0.736180 2.567189 0.2 0.0 -0.1
H -0.989792 -0.092072 4.121630 0.1 0.0 -0.1
H -1.744732 1.501374 4.054446 0.1 -0.1 0.0
H 0.599494 0.623491 5.623474 0.1 -0.1 -0.1
H 0.423832 2.366162 5.662901 0.0 -0.1 -0.1
H 1.943546 1.677702 5.091077 0.0 -0.1 0.0
O -1.521704 0.909894 -2.151009 0.2 -0.2 0.0
C -2.346991 0.536886 -2.947034 0.1 0.4 0.0
O -3.404025 -0.178143 -2.568705 -0.2 -0.3 0.1
C -4.159296 -0.655193 -3.697717 0.1 -0.4 -0.3
C -3.348295 -0.283057 -4.954280 -0.4 -0.1 -0.1
C -2.376344 0.767898 -4.438645 0.3 -0.1 -0.3
H -5.164835 -0.241916 -3.668263 0.1 0.2 0.1
H -4.240482 -1.736776 -3.593499 -0.1 0.1 0.1
H -3.991844 0.085001 -5.751014 0.0 0.1 0.1
H -2.857433 -1.167345 -5.360197 0.2 0.1 0.2
H -2.728075 1.768953 -4.686743 0.0 0.1 0.4
H -1.363068 0.696666 -4.829192 0.0 -0.1 0.0
O 0.006194 -2.684802 -2.415174 0.3 0.1 0.3
C -0.244918 -3.858635 -2.536481 -0.2 0.0 -0.3
O -0.979550 -4.516639 -1.632085 -0.2 0.1 0.0
C -1.318172 -5.829799 -2.131608 0.3 -0.4 -0.3
C -1.074684 -5.754276 -3.643731 -0.2 -0.7 0.1
C 0.095264 -4.782463 -3.688006 -0.2 0.2 0.2
H -2.335208 -6.084443 -1.852521 -0.1 0.3 0.1
H -0.649748 -6.558813 -1.666860 0.0 0.1 0.0
H -1.976636 -5.448052 -4.175634 0.1 0.5 0.1
H -0.845366 -6.744273 -4.040312 0.2 0.1 0.0
H 0.265920 -4.210672 -4.592893 0.0 -0.1 -0.1
H 0.999164 -5.333732 -3.414358 0.1 0.2 -0.1